Molecular formula: C12H33InN3O3
Method: DFT, ωB97M-V with the def2-TZVPD basis set

Summary:
* LUMO: -0.52603 Ha
* highest occupied orbital energy: -0.7229 Ha
* maximum force: 3.05 eV Å⁻¹
* gap between HOMO and LUMO: 5.356 eV
* charge: +3

Atoms and positions in Å:
C (-0.678, 2.500, -0.051)
H (-3.230, -0.763, 3.893)
N (-1.586, -1.067, 1.939)
O (0.236, 1.827, 0.801)
H (-2.543, -0.898, 1.612)
C (-1.415, 0.053, 2.872)
H (-0.885, 2.372, -3.493)
H (1.465, 2.004, 2.397)
In (0.509, -1.040, 0.314)
H (0.110, 0.671, 4.371)
N (1.822, -0.467, -1.804)
O (0.916, -0.448, 2.846)
H (2.227, 0.620, -4.068)
H (-0.115, 2.604, 2.716)
H (-0.105, -2.301, -3.859)
C (0.665, 2.595, 1.955)
C (0.712, -2.215, -3.141)
H (-0.096, -4.659, -2.558)
C (1.855, -0.384, -4.299)
H (1.608, -2.723, -3.503)
C (-0.555, 1.860, -1.424)
H (-0.276, -4.332, -0.811)
H (0.477, 1.574, -1.621)
H (2.820, -0.896, 2.652)
H (-1.517, 0.285, -2.293)
H (1.027, 3.578, 1.666)
H (-2.262, 0.977, -1.011)
H (-3.285, 0.972, 3.375)
N (-1.363, 0.645, -1.354)
H (1.249, -0.226, -5.191)
C (-1.141, 2.768, -2.511)
C (-2.678, 0.173, 3.794)
H (2.002, -2.029, 3.773)
C (-0.160, -0.168, 3.721)
H (2.701, -1.018, -4.563)
H (-1.773, -1.898, 2.506)
H (-1.656, 2.440, 0.441)
C (2.089, -0.988, 3.458)
H (2.774, -0.839, -1.764)
H (1.318, -4.376, -1.522)
C (1.107, -0.737, -3.012)
H (-2.457, 0.424, 4.834)
H (-1.423, 0.981, 2.307)
H (-2.208, 2.932, -2.367)
H (2.008, 0.533, -1.735)
H (2.423, -0.400, 4.314)
C (0.283, -4.088, -1.714)
H (-0.247, -0.961, 4.472)
H (0.197, -0.138, -2.925)
H (-0.653, 3.740, -2.409)
H (-0.509, 3.577, -0.139)
O (0.216, -2.646, -1.890)

Results of the Mulliken charge analysis, in e, for atoms 1 through 4: -0.9677, 0.3824, -0.4101, -0.1567